A structure of composition C19H76Fe2O31S3 at a distorted geometry. Source: the OMol25 dataset; level of theory: wB97M-V/def2-TZVPD.

The geometry in XYZ format:
```
131
Properties=species:S:1:pos:R:3:forces:R:3
Fe -10.456450 12.747420 -0.488430 0.2 0.7 -1.1
Fe -7.398110 9.280640 -0.055310 1.8 -0.2 0.3
S -7.782560 12.559910 -0.114160 1.6 2.1 -1.0
O -6.777310 13.586240 0.007050 -0.1 -1.1 -0.2
O -7.304430 11.197870 0.024950 1.3 0.4 0.7
O -8.956610 12.869800 0.670630 -1.7 0.9 7.9
O -8.645770 12.614550 -1.283370 0.9 -0.3 -6.7
S -5.557960 7.406490 0.278600 1.9 -2.8 1.5
O -5.220520 6.794770 1.578260 -0.6 0.9 -2.3
O -4.812030 6.918180 -0.878630 -0.4 0.0 1.1
O -7.033950 7.450750 0.033860 -4.2 -4.4 -0.8
O -5.587360 8.861580 0.320760 4.2 5.4 0.6
S -10.582630 10.002170 -0.376650 1.0 2.1 1.0
O -10.905440 11.096110 0.524640 -1.2 -0.3 9.5
O -11.646110 9.045630 -0.427940 0.3 -1.3 0.3
O -10.632380 11.034550 -1.362190 0.8 -0.9 -10.5
O -9.240510 9.419000 -0.236170 -3.8 -0.7 -0.2
C -15.812220 7.409020 2.885490 -0.8 -0.8 0.5
O -15.392980 8.746470 3.050240 -0.2 -0.6 -0.1
H -16.412660 7.215160 1.996680 0.2 0.3 -0.6
H -14.993620 6.689560 2.904690 0.3 0.0 -0.1
H -16.511640 7.096210 3.660780 0.2 0.4 0.5
H -14.847960 8.859370 2.268060 0.5 0.7 -0.3
C -13.387540 12.005690 -1.524850 -0.2 -0.8 0.4
O -12.489650 13.038950 -1.094070 -0.9 -0.2 -0.8
H -12.955870 11.332250 -2.265280 0.4 0.4 0.0
H -13.599660 11.399130 -0.644400 -0.4 -0.1 -0.1
H -14.308050 12.426900 -1.929010 0.0 0.1 0.1
H -13.068850 13.759450 -0.835200 0.5 0.4 0.4
C -6.626330 5.542300 -3.093320 0.9 -0.4 0.8
O -5.813630 6.676420 -3.329600 -0.7 -0.2 -1.4
H -7.248820 5.267640 -3.944890 -0.2 0.7 0.0
H -6.054710 4.631580 -2.914610 0.6 -0.1 -0.1
H -7.145100 5.650150 -2.140770 -0.7 0.2 -0.2
H -5.232320 6.787000 -2.573650 0.1 0.0 0.7
C -9.690790 13.911930 -3.801950 0.3 -0.8 -0.6
O -10.590180 13.073070 -3.073030 0.6 1.6 0.5
H -10.004160 14.022380 -4.840070 -0.3 0.0 -0.1
H -9.543430 14.914700 -3.400900 -0.4 -0.1 0.4
H -8.699100 13.461530 -3.844320 0.1 -0.1 0.2
H -11.092070 12.518890 -3.675190 -0.2 -0.4 -0.5
C -15.097020 8.777450 -0.439730 -1.2 -0.1 -0.7
O -14.118360 9.161920 0.452090 0.5 -0.2 1.2
H -15.093960 9.519430 -1.238200 -0.7 -0.1 -0.3
H -14.983100 7.795490 -0.898960 0.4 -0.1 0.0
H -16.046070 8.723580 0.093650 -0.1 0.4 -0.1
H -13.283200 9.145420 -0.021020 0.4 0.1 0.3
C -12.815970 6.343330 -1.881950 0.2 0.9 0.4
O -12.730590 7.727920 -2.231280 -0.8 -0.5 -1.6
H -13.671640 5.884040 -2.376900 -0.1 0.1 0.1
H -11.921580 5.820550 -2.220880 0.1 -0.2 0.3
H -12.934550 6.364770 -0.798640 0.0 -1.0 0.0
H -12.216390 8.215960 -1.583970 0.2 -0.2 0.0
C -11.711770 7.155060 2.349930 -0.4 -0.3 -0.1
O -11.488660 6.607900 1.048960 -0.1 0.0 0.5
H -12.354010 6.448600 2.875790 0.2 -0.2 0.2
H -10.783710 7.307170 2.900980 0.0 -0.1 0.0
H -12.284400 8.082390 2.366000 0.1 0.3 -0.4
H -11.361500 7.320610 0.418500 0.1 0.2 0.1
C -6.340600 10.179190 -2.763330 -0.1 -0.3 -1.0
O -7.163730 9.261040 -2.035180 0.7 1.3 0.4
H -6.966460 10.833340 -3.370360 -0.2 0.2 0.2
H -5.691610 10.786510 -2.132390 -0.2 -0.4 0.2
H -5.766550 9.569370 -3.460960 0.4 0.1 0.1
H -7.546590 8.639600 -2.658740 -0.3 -0.6 -0.5
C -8.332880 8.387070 2.685960 0.3 -1.4 1.0
O -7.658210 9.351350 1.948620 -0.4 -0.2 -0.5
H -9.199510 8.848480 3.159420 -0.3 -0.4 -0.1
H -8.529080 7.486300 2.104390 -0.5 0.4 -0.3
H -7.642800 8.009690 3.440590 -0.1 0.1 0.4
H -7.557550 10.091820 2.551260 0.9 1.1 0.0
C -15.041680 8.648490 -4.139170 -0.7 -0.2 -0.5
O -14.221150 7.609700 -4.598180 0.2 0.0 -0.5
H -15.534920 9.149910 -4.971870 0.3 0.1 -0.3
H -15.874860 8.192550 -3.604340 0.0 0.4 0.7
H -14.457780 9.372130 -3.570400 -0.3 0.1 0.3
H -13.693240 7.395790 -3.825420 0.5 -0.1 0.0
C -12.568910 10.498150 4.451540 -0.1 0.5 -0.6
O -11.343180 10.781130 5.144730 -0.8 -0.5 -0.2
H -12.367300 10.201890 3.422130 0.1 -0.2 -0.2
H -13.194350 9.725810 4.899230 0.1 0.0 0.3
H -13.156000 11.412830 4.369050 0.0 0.0 0.3
H -11.053100 9.902220 5.399640 0.5 0.1 0.3
C -9.366240 4.429180 -0.788220 -0.4 -0.9 0.6
O -9.093840 3.489550 0.260200 0.3 0.1 0.2
H -9.176320 3.944760 -1.746010 0.2 0.3 -0.3
H -10.426670 4.675290 -0.733300 0.0 0.5 -0.1
H -8.724950 5.292720 -0.611750 -0.1 0.0 -0.1
H -9.779920 2.818320 0.278880 0.0 0.1 -0.2
C -9.518650 15.834290 -0.516150 0.2 0.1 0.0
O -10.378740 14.795550 -1.005270 0.4 0.9 0.4
H -9.547910 15.849790 0.573340 0.4 -0.2 0.0
H -8.513100 15.703930 -0.916130 0.1 -0.2 0.4
H -9.863600 16.816020 -0.840680 -0.3 -0.1 -0.2
H -10.864400 15.198350 -1.728800 -0.6 -0.1 -0.4
C -8.279560 11.807980 4.204980 -0.4 0.4 0.8
O -7.161600 11.335780 3.520130 0.9 0.1 -0.6
H -9.157310 11.553150 3.611080 -0.1 0.0 0.4
H -8.256420 11.366600 5.201350 -0.7 -0.2 0.1
H -8.237630 12.886860 4.354460 -0.1 0.2 -0.3
H -6.373430 11.758850 3.868560 0.2 -0.2 -0.2
C -9.570460 7.095000 -3.476410 -0.5 -1.0 0.6
O -8.664000 8.111390 -3.849640 -0.6 0.0 -0.5
H -9.169540 6.107570 -3.705210 0.1 0.0 0.0
H -9.742300 7.132090 -2.400690 0.1 0.1 0.1
H -10.547300 7.163190 -3.955190 0.0 0.4 -0.1
H -8.766240 8.151840 -4.803320 0.6 0.4 -0.1
C -12.374630 13.268360 2.074140 0.7 -0.7 0.8
O -11.417400 13.825940 1.132790 -1.6 0.1 1.0
H -12.858590 14.034970 2.679270 0.1 0.2 -0.2
H -13.153650 12.638490 1.644600 0.2 0.2 -0.6
H -11.797990 12.622250 2.736050 -0.1 0.0 0.1
H -11.299900 14.735830 1.415430 0.4 0.0 -0.4
C -12.749730 15.401820 -3.544030 -1.0 2.2 -0.2
O -12.098730 16.276610 -2.554300 0.1 -1.9 0.2
H -13.732250 15.854690 -3.676930 -0.1 0.2 -0.6
H -12.178820 15.456800 -4.470930 -0.1 -0.4 0.1
H -13.056110 14.393420 -3.265910 1.2 0.0 0.7
H -12.311360 17.201690 -2.697900 -0.2 -0.2 -0.3
C -11.884530 10.372280 -5.223040 -0.5 -0.5 0.5
O -12.124580 11.714220 -4.820290 0.5 0.8 -0.1
H -12.517320 10.127010 -6.075990 0.2 -0.2 0.0
H -10.826110 10.232400 -5.442800 -0.1 0.4 -0.2
H -12.095120 9.709200 -4.383950 -0.2 -0.3 -0.1
H -13.041570 11.877210 -4.587550 -0.1 -0.4 -0.2
C -14.048020 4.064280 1.289990 1.1 -0.6 0.3
O -13.347430 2.987760 0.658170 -0.6 -0.4 -0.7
H -13.412860 4.940020 1.156790 -0.5 0.5 0.2
H -15.043000 4.181960 0.860740 0.2 -0.1 -0.2
H -14.158040 3.804430 2.342830 -0.2 0.4 0.2
H -12.525990 2.797670 1.117200 -0.1 0.3 0.2
```
Forces are in eV/Å.

Output
M ... 1008.677 g/mol
⟨S²⟩ ... 30.013
HOMO (alpha / beta) ... -8.9 / -8.9 eV
Energy above the lowest of the compared OMol25 structures with the same formula, charge and spin ... 0.381 eV
2S+1 ... 11
Orbital gap (alpha / beta) ... 8.24 / 8.00 eV